[1]
A cluster of 2 separate species, C3H9NO in total in a non-equilibrium geometry, computed with ωB97M-V/def2-TZVPD.

The geometry in ORCA input format:
```
! RIJCOSX wB97M-V def2-TZVPD def2/J DEFGRID3
* xyz 0 1
O -0.28623 -1.58644 -0.49411
N -0.63059 -0.86835 -1.63733
C -0.49724 0.58368 -1.40771
C 1.11373 0.10583 2.07206
C 0.03005 0.61112 2.58384
H 0.51812 0.70575 -0.85862
H -0.92614 0.11450 2.55072
H -1.67875 -1.12791 -1.84880
H -0.29574 1.03522 -2.33763
H 2.12337 0.58956 2.05311
H -0.02034 -1.03993 -2.46209
H -0.09862 1.67528 3.08052
H -1.24353 0.99405 -0.73511
H 1.08204 -0.86558 1.81804
*
```

The value obtained for the largest force on an atom is 0.0819 hartree/bohr. For the LUMO energy, the calculation gives 0.6 eV. The calculation puts the total energy at -6790.118 eV. For the HOMO-LUMO gap, the calculation gives 9.15 eV. The SMILES is C[NH2+][O-].C=C. For the HOMO energy, the calculation gives -8.52 eV. The energy above the lowest of the compared OMol25 structures with the same formula, charge and spin comes out at 113.87 kcal per mole.

Mulliken population analysis, charges in e, atoms 1 to 2:
1 O -0.648
2 N -0.078

---

[2]
The molecule C3H9NO in a non-equilibrium geometry, computed with ωB97M-V/def2-TZVPD.

The geometry in ORCA input format:
```
! RIJCOSX wB97M-V def2-TZVPD def2/J DEFGRID3
* xyz 0 1
O 0.78812 1.48495 0.94788
N 0.83938 -1.67475 -0.37364
C 0.27818 -0.49196 -1.11368
C -0.31303 0.59797 1.08633
C -0.76722 0.36054 -0.32838
H -0.12481 -0.86991 -2.04019
H 1.14652 0.12701 -1.28967
H 0.36372 2.33220 0.51243
H -1.73890 -0.18933 -0.34366
H -1.05232 1.27563 -0.84552
H 0.06466 -0.35612 1.60610
H -1.04887 1.03182 1.85353
H 1.49100 -1.38785 0.37507
H 0.07357 -2.24023 -0.04658
*
```

The value obtained for the largest force on an atom is 0.0617 hartree/bohr. For the LUMO energy, the calculation gives 0.9 eV. The calculation puts the total energy at -6793.621 eV. For the HOMO-LUMO gap, the calculation gives 10.15 eV. The SMILES is NCCCO. For the HOMO energy, the calculation gives -9.23 eV. The energy above the lowest of the compared OMol25 structures with the same formula, charge and spin comes out at 33.08 kcal per mole.

Mulliken population analysis, charges in e, atoms 1 to 2:
1 O -0.501
2 N -0.608

---

[3]
A cluster of 2 separate species, C3H9NO in total in a non-equilibrium geometry, computed with ωB97M-V/def2-TZVPD.

The geometry in ORCA input format:
```
! RIJCOSX wB97M-V def2-TZVPD def2/J DEFGRID3
* xyz 0 1
O 1.15395 -2.62741 -2.03351
N 1.04728 0.04727 0.02680
C 0.50074 1.08009 0.89747
C -1.00426 1.03209 1.36476
C -2.07070 0.91819 0.63728
H 2.09636 -2.44442 -2.12222
H 0.74191 -0.89019 0.29722
H -3.15910 0.97887 0.64947
H 1.11794 1.09163 1.83065
H 0.70497 2.10550 0.29522
H 0.90091 0.21441 -0.99188
H -1.10079 1.03872 2.48439
H -1.89778 0.57837 -0.49051
H 0.96857 -3.12312 -2.84515
*
```

The value obtained for the largest force on an atom is 0.1094 hartree/bohr. For the LUMO energy, the calculation gives 0.8 eV. The calculation puts the total energy at -6792.624 eV. For the HOMO-LUMO gap, the calculation gives 9.69 eV. The SMILES is C=CCN.O. For the HOMO energy, the calculation gives -8.85 eV. The energy above the lowest of the compared OMol25 structures with the same formula, charge and spin comes out at 56.09 kcal per mole.

Mulliken population analysis, charges in e, atoms 1 to 2:
1 O -0.628
2 N -0.499

---

[4]
A cluster of 2 separate species, C3H9NO in total in a non-equilibrium geometry, computed with ωB97M-V/def2-TZVPD.

The geometry in ORCA input format:
```
! RIJCOSX wB97M-V def2-TZVPD def2/J DEFGRID3
* xyz 0 1
O 1.46745 3.47767 1.44992
N -0.88770 -1.41351 -0.54990
C -0.77585 -1.51548 0.88329
C 0.33309 -1.10631 -1.24068
C 0.65797 3.48977 0.55606
H 0.78837 -0.16144 -0.94083
H 0.35391 -1.11743 -2.32604
H -0.28211 -2.46082 1.16099
H -1.73493 -1.55324 1.39682
H 0.31596 4.48096 0.22184
H 1.10306 -1.86493 -0.99139
H 0.29848 2.54189 0.13291
H -0.21800 -0.66587 1.26564
H -1.41970 -2.13127 -1.01863
*
```

The value obtained for the largest force on an atom is 0.0385 hartree/bohr. For the LUMO energy, the calculation gives 0.9 eV. The calculation puts the total energy at -6792.872 eV. For the HOMO-LUMO gap, the calculation gives 9.39 eV. The SMILES is C=O.CNC. For the HOMO energy, the calculation gives -8.47 eV. The energy above the lowest of the compared OMol25 structures with the same formula, charge and spin comes out at 50.35 kcal per mole.

Mulliken population analysis, charges in e, atoms 1 to 2:
1 O -0.382
2 N -0.330

---

[5]
A cluster of 2 separate species, C3H9NO in total, computed with ωB97M-V/def2-TZVPD.

The geometry in ORCA input format:
```
! RIJCOSX wB97M-V def2-TZVPD def2/J DEFGRID3
* xyz 0 1
O 2.02467 -0.34309 1.65587
N -0.77401 0.78249 0.96250
C 2.49180 -0.18557 0.56611
C -0.55351 -0.38892 -1.19686
C -1.51151 0.28838 -0.21307
H -1.15654 -0.89511 -1.94966
H -2.30162 -0.42444 0.04207
H -0.00807 -1.19321 -0.69982
H 0.15587 0.33276 -1.59355
H -0.30359 0.04002 1.46536
H 2.53698 -0.97663 -0.20794
H -2.00683 1.14297 -0.66693
H 2.89074 0.77938 0.21110
H -1.48438 1.04097 1.62480
*
```

The value obtained for the largest force on an atom is 0.0168 hartree/bohr. For the LUMO energy, the calculation gives 0.9 eV. The calculation puts the total energy at -6793.412 eV. For the HOMO-LUMO gap, the calculation gives 10.25 eV. The SMILES is C=O.CCN. For the HOMO energy, the calculation gives -9.36 eV. The energy above the lowest of the compared OMol25 structures with the same formula, charge and spin comes out at 37.90 kcal per mole.

Mulliken population analysis, charges in e, atoms 1 to 2:
1 O -0.403
2 N -0.570

---

[6]
A cluster of 2 separate species, C3H9NO in total in a non-equilibrium geometry, computed with ωB97M-V/def2-TZVPD.

The geometry in ORCA input format:
```
! RIJCOSX wB97M-V def2-TZVPD def2/J DEFGRID3
* xyz 1 2
O 1.83488 0.48260 0.65787
N -0.69264 -0.93119 -0.69532
C 1.53414 1.77952 1.11897
C -1.02554 -2.30939 -0.92839
C 0.30530 2.37008 0.82411
H -0.19909 -2.99057 -1.27057
H 0.12936 3.32819 1.24713
H -0.02110 -0.56805 -1.46382
H 0.99798 0.06032 0.75947
H -1.69642 -2.40490 -1.80817
H -0.57672 1.89293 0.45221
H -1.50116 -0.36969 -0.75709
H -1.28527 -2.67849 0.08644
H 2.19628 2.33864 1.77716
*
```

The value obtained for the largest force on an atom is 0.1196 hartree/bohr. For the LUMO energy (alpha / beta), the calculation gives -5.5 / -9.2 eV. The calculation puts the total energy at -6783.493 eV. For the HOMO-LUMO gap (alpha / beta), the calculation gives 7.99 / 4.22 eV. As for the expectation value of S²: 0.758. For the HOMO energy (alpha / beta), the calculation gives -13.47 / -13.46 eV. The energy above the lowest of the compared OMol25 structures with the same formula, charge and spin comes out at 64.95 kcal per mole.

Mulliken population analysis, charges in e, atoms 1 to 2:
1 O -0.274
2 N -0.499

---

[7]
A cluster of 2 separate species, C3H9NO2 in total in a non-equilibrium geometry, computed with ωB97M-V/def2-TZVPD.

The geometry in ORCA input format:
```
! RIJCOSX wB97M-V def2-TZVPD def2/J DEFGRID3
* xyz -1 2
O 1.56415 1.84501 -0.08320
O -0.44114 1.13582 0.81926
N -1.60618 -2.44430 -1.01175
C 0.77861 0.99274 0.66587
C -1.81612 -1.01873 -1.36067
C 1.65881 -0.13814 1.19273
H 1.36313 -1.16571 1.32828
H 2.43606 -0.11551 0.44674
H -2.20260 -2.80999 -0.46496
H -1.22614 -0.81515 -2.19245
H -1.52943 -0.18744 -0.49583
H -0.71237 -2.80058 -0.74115
H 2.10988 0.07796 2.22590
H -2.82860 -0.72876 -1.50617
H 1.12144 2.79335 -0.39414
*
```

The value obtained for the largest force on an atom is 0.1566 hartree/bohr. For the LUMO energy (alpha / beta), the calculation gives 4.2 / 4.1 eV. The calculation puts the total energy at -8838.771 eV. For the HOMO-LUMO gap (alpha / beta), the calculation gives 2.63 / 8.41 eV. As for the expectation value of S²: 0.753. For the HOMO energy (alpha / beta), the calculation gives 1.58 / -4.30 eV. The energy above the lowest of the compared OMol25 structures with the same formula, charge and spin comes out at 61.02 kcal per mole.

Mulliken population analysis, charges in e, atoms 1 to 2:
1 O -0.599
2 O -0.877

---

[8]
A cluster of 2 separate species, C3H9NO2 in total in a non-equilibrium geometry, computed with ωB97M-V/def2-TZVPD.

The geometry in ORCA input format:
```
! RIJCOSX wB97M-V def2-TZVPD def2/J DEFGRID3
* xyz 0 1
O 0.98513 -2.03463 -1.56639
O -2.64056 1.63198 0.26778
N 2.94410 -2.14131 -0.50867
C -2.21996 2.69942 0.83145
C -1.12530 2.83758 1.59933
C 1.57498 -2.31968 -0.36328
H 3.42870 -1.26953 -0.32152
H 1.26042 -3.34454 -0.10336
H -0.69143 3.87944 1.77771
H -0.35189 2.17613 1.98070
H -2.48026 0.71032 0.71605
H 3.30474 -2.47614 -1.33960
H 0.26224 -2.52181 -1.93405
H -2.51069 3.51330 0.22455
H 1.03452 -1.76067 0.54414
*
```

The value obtained for the largest force on an atom is 0.1304 hartree/bohr. For the LUMO energy, the calculation gives 0.6 eV. The calculation puts the total energy at -8839.206 eV. For the HOMO-LUMO gap, the calculation gives 9.30 eV. The SMILES is C=CO.NCO. For the HOMO energy, the calculation gives -8.74 eV. The energy above the lowest of the compared OMol25 structures with the same formula, charge and spin comes out at 86.46 kcal per mole.

Mulliken population analysis, charges in e, atoms 1 to 2:
1 O -0.553
2 O -0.467

---

> Which of these has the lowest largest force on an atom?

number 5

---

> The highest energy above the lowest of the compared OMol25 structures with the same formula, charge and spin belongs to which entry?

number 1

---

> Look up the energy above the lowest of the compared OMol25 structures with the same formula, charge and spin of the seventh one.

61.02 kcal per mole

---

> Among the records above, which one has the highest energy above the lowest of the compared OMol25 structures with the same formula, charge and spin?

number 1